1.
Computed, not measured: a 2-piece molecular cluster, C23H18N2O overall in a non-equilibrium geometry, with ωB97M-V/def2-TZVPD.

```
! wB97M-V def2-TZVPD RIJCOSX def2/J DEFGRID3
* xyz 0 1
O 2.672 -0.367 2.133
C 1.424 -0.486 2.278
C 0.769 -1.789 2.333
C -0.597 -1.909 2.320
C -1.429 -0.773 2.303
C -2.854 -0.923 2.267
N -4.020 -1.044 2.233
C -0.844 0.505 2.335
C 0.522 0.656 2.352
H 1.412 -2.666 2.338
H -1.061 -2.899 2.331
H -1.488 1.390 2.350
H 0.979 1.644 2.370
C 8.510 1.266 4.520
N 7.687 1.642 3.383
C 6.325 1.612 3.382
C 5.839 1.968 2.095
C 4.518 1.891 1.661
C 3.983 2.526 0.498
C 4.454 3.781 0.014
C 4.000 4.304 -1.194
C 3.049 3.608 -1.954
C 2.501 2.416 -1.454
C 2.936 1.904 -0.238
C 7.038 2.244 1.286
C 7.247 2.491 -0.060
C 8.559 2.588 -0.548
C 9.660 2.395 0.299
C 9.473 2.112 1.664
C 8.162 2.044 2.127
H 9.560 1.297 4.221
H 8.347 1.955 5.361
H 8.253 0.254 4.864
H 5.753 1.344 4.263
H 3.854 1.264 2.248
H 5.199 4.327 0.598
H 4.400 5.254 -1.556
H 2.728 3.993 -2.924
H 1.731 1.883 -2.016
H 2.513 0.986 0.173
H 6.387 2.601 -0.713
H 8.716 2.807 -1.604
H 10.666 2.465 -0.110
H 10.307 1.949 2.346
*
```

The strongest force on any atom comes out at 2.18 eV/Å. As for the electronic energy: -1071.91582 hartree. Its HOMO energy is -6.142 eV. The calculation puts the LUMO energy at -0.092 Eh.

***

2.
Computed, not measured: a 7-piece molecular cluster, C39H97N7O overall in a non-equilibrium geometry, with ωB97M-V/def2-TZVPD.

```
! wB97M-V def2-TZVPD RIJCOSX def2/J DEFGRID3
* xyz 1 2
C -2.097 2.815 5.296
C -1.294 2.114 4.211
N -1.605 2.442 2.797
C -3.008 2.163 2.534
C -3.375 0.664 2.728
C -1.142 3.794 2.397
C 0.384 4.051 2.599
H -2.147 3.883 5.081
H -1.621 2.706 6.271
H -3.124 2.449 5.317
H -0.242 2.306 4.421
H -1.396 1.032 4.292
H -3.675 2.808 3.108
H -3.137 2.372 1.472
H -3.717 0.453 3.741
H -4.269 0.442 2.144
H -2.590 -0.012 2.390
H -1.659 4.493 3.055
H -1.283 4.101 1.361
H 0.906 3.154 2.264
H 0.746 4.120 3.625
H 0.743 4.939 2.079
C 1.857 -3.967 3.261
C 2.258 -4.109 4.715
N 1.241 -3.451 5.548
C 1.138 -3.955 6.950
C 0.700 -5.404 6.964
C 1.512 -2.009 5.612
C 0.127 -1.221 5.640
H 2.613 -4.405 2.608
H 1.681 -2.934 2.959
H 0.931 -4.447 2.942
H 2.445 -5.174 4.852
H 3.254 -3.700 4.886
H 2.031 -3.686 7.515
H 0.335 -3.395 7.429
H -0.123 -5.504 6.256
H 1.502 -6.093 6.702
H 0.316 -5.669 7.950
H 2.104 -1.777 4.727
H 2.069 -1.697 6.496
H -0.195 -1.231 6.682
H -0.576 -1.567 4.883
H 0.385 -0.172 5.495
C -2.332 -2.224 -0.275
C -2.150 -3.200 -1.405
N -2.673 -2.659 -2.700
C -2.525 -3.690 -3.694
C -3.117 -3.357 -5.070
C -2.008 -1.411 -3.109
C -0.517 -1.505 -3.290
H -1.955 -1.237 -0.543
H -1.950 -2.666 0.646
H -3.397 -2.145 -0.056
H -1.073 -3.361 -1.460
H -2.562 -4.188 -1.202
H -1.469 -3.951 -3.622
H -3.023 -4.614 -3.401
H -2.610 -2.475 -5.462
H -2.961 -4.231 -5.701
H -4.200 -3.249 -5.006
H -2.253 -0.578 -2.450
H -2.439 -1.073 -4.052
H -0.327 -1.987 -4.249
H 0.035 -1.944 -2.460
H -0.170 -0.472 -3.314
C 1.314 -4.546 -0.038
C 2.639 -4.510 -0.780
N 3.684 -4.099 0.173
C 5.017 -4.491 -0.437
C 5.345 -5.905 -0.015
C 3.621 -2.588 0.343
C 4.596 -2.085 1.441
H 1.006 -3.603 0.413
H 1.406 -5.160 0.858
H 0.523 -5.024 -0.617
H 2.831 -5.524 -1.133
H 2.633 -3.921 -1.697
H 5.793 -3.820 -0.068
H 5.052 -4.452 -1.526
H 4.554 -6.620 -0.243
H 5.542 -5.896 1.057
H 6.209 -6.291 -0.555
H 3.878 -2.154 -0.623
H 2.614 -2.257 0.599
H 4.624 -2.722 2.325
H 5.604 -2.025 1.032
H 4.324 -1.086 1.785
C -2.225 2.332 -4.846
C -2.988 3.448 -4.121
N -3.279 3.185 -2.724
C -3.728 4.409 -2.031
C -2.617 5.495 -2.007
C -4.217 2.056 -2.600
C -4.250 1.486 -1.182
H -2.823 1.456 -5.096
H -1.366 1.989 -4.268
H -1.907 2.747 -5.803
H -2.310 4.294 -4.236
H -3.919 3.648 -4.651
H -4.656 4.750 -2.489
H -3.991 4.088 -1.023
H -2.903 6.352 -1.397
H -1.638 5.126 -1.700
H -2.380 5.928 -2.979
H -3.789 1.261 -3.211
H -5.186 2.270 -3.049
H -4.599 2.267 -0.507
H -3.272 1.158 -0.830
H -5.006 0.702 -1.134
C 1.816 5.271 -1.471
C 2.641 4.297 -2.318
N 1.707 3.604 -3.253
C 2.515 2.600 -3.933
C 1.705 1.721 -4.835
C 1.038 4.520 -4.179
C 1.938 5.395 -5.009
H 1.054 4.806 -0.846
H 1.403 6.096 -2.051
H 2.470 5.762 -0.751
H 3.389 4.869 -2.867
H 3.121 3.560 -1.673
H 3.349 3.088 -4.438
H 2.899 1.914 -3.177
H 2.370 1.067 -5.399
H 0.941 1.170 -4.286
H 1.143 2.197 -5.639
H 0.322 5.120 -3.618
H 0.479 3.848 -4.829
H 1.302 6.005 -5.651
H 2.502 4.834 -5.755
H 2.525 6.132 -4.463
C -0.062 1.475 -0.931
C 0.529 0.385 -0.030
O 1.169 -0.537 -0.561
N 0.289 0.459 1.287
C 0.706 -0.615 2.225
H -1.084 1.266 -1.247
H 0.552 1.514 -1.831
H -0.038 2.406 -0.365
H -0.291 1.196 1.662
H 1.761 -0.822 2.044
H 0.171 -1.562 2.168
H 0.588 -0.209 3.230
*
```

The strongest force on any atom comes out at 3.90 eV/Å. The energy relative to the best compared isomer or geometry (same formula, charge and spin) comes out at 0.000 eV. As for the electronic energy: -2002.28456 hartree. Its HOMO energy (spin up / spin down) is -10.033 / -10.033 eV. The calculation puts the LUMO energy (spin up / spin down) at -0.073 / -0.250 Eh.

***

3.
Computed, not measured: a 11-piece molecular cluster, C18H58N4O11 overall in a non-equilibrium geometry, with ωB97M-V/def2-TZVPD.

```
! wB97M-V def2-TZVPD RIJCOSX def2/J DEFGRID3
* xyz 0 1
C 1.726 0.090 3.718
C 1.692 -1.493 3.740
O 2.672 -1.881 2.908
H 2.611 0.476 4.136
H 0.925 0.317 4.414
H 1.538 0.500 2.757
H 0.757 -1.770 3.384
H 1.722 -1.926 4.727
H 3.067 -2.611 3.362
C -1.972 3.952 -0.018
C -1.892 4.368 -1.505
O -0.963 5.335 -1.561
H -2.245 2.949 0.081
H -2.689 4.420 0.617
H -1.099 4.013 0.508
H -2.821 4.912 -1.771
H -1.587 3.529 -2.090
H -1.159 5.826 -2.419
C 0.478 -1.372 -4.730
C 0.964 -0.678 -3.495
O 2.419 -0.741 -3.374
H 0.375 -0.486 -5.342
H -0.460 -1.897 -4.588
H 1.197 -2.054 -5.110
H 0.424 -0.964 -2.567
H 0.665 0.378 -3.620
H 2.751 -0.103 -3.973
C -1.160 -3.526 1.973
C 0.170 -4.168 1.620
O 0.046 -5.548 1.373
H -1.659 -3.922 2.856
H -1.783 -3.450 1.121
H -0.982 -2.553 2.366
H 0.894 -4.018 2.436
H 0.667 -3.629 0.733
H 0.683 -6.053 1.918
C -3.047 -0.256 3.100
C -2.148 0.933 3.304
O -2.473 1.953 2.374
H -2.959 -0.652 2.107
H -4.087 -0.135 3.399
H -2.635 -0.924 3.810
H -1.149 0.501 3.174
H -2.296 1.176 4.329
H -1.935 2.711 2.683
C -0.192 -4.725 -1.922
C -1.223 -3.660 -2.177
O -1.731 -3.735 -3.522
H -0.024 -4.936 -0.928
H 0.813 -4.426 -2.298
H -0.470 -5.705 -2.222
H -0.721 -2.650 -1.975
H -2.007 -3.535 -1.480
H -2.643 -3.574 -3.362
C -3.056 -0.147 -3.583
C -2.618 0.678 -2.349
O -3.511 0.545 -1.257
H -4.040 0.034 -3.884
H -2.964 -1.215 -3.579
H -2.396 0.115 -4.478
H -2.746 1.710 -2.789
H -1.560 0.527 -2.185
H -3.265 -0.230 -0.774
C 2.308 3.419 2.586
O 3.094 2.489 2.012
N 2.661 4.183 3.607
N 1.105 3.461 2.178
H 3.514 4.114 4.169
H 2.010 4.782 4.096
H 0.830 2.713 1.570
H 0.271 3.824 2.625
C 3.248 -0.046 -0.118
O 3.429 1.187 -0.652
N 2.561 -0.977 -0.727
N 3.763 -0.475 0.972
H 2.188 -0.883 -1.640
H 2.615 -1.946 -0.452
H 4.384 0.141 1.501
H 3.316 -1.065 1.698
C 1.364 2.989 -2.425
O 2.463 2.142 -2.862
H 1.569 4.088 -2.426
H 1.096 2.726 -1.471
H 0.571 2.755 -3.069
H 2.902 1.955 -2.057
C -0.306 0.184 0.455
O 0.563 1.248 0.566
H -0.342 -0.461 -0.448
H -1.354 0.497 0.469
H -0.201 -0.619 1.220
H 1.491 0.976 0.520
*
```

The strongest force on any atom comes out at 8.24 eV/Å. The energy relative to the best compared isomer or geometry (same formula, charge and spin) comes out at 5.279 eV. As for the SMILES: NC(N)=O.NC(N)=O.CCO.CCO.CCO.CCO.CCO.CCO.CCO.CO.CO. As for the electronic energy: -1767.04947 hartree. Its HOMO energy is -8.611 eV. The calculation puts the LUMO energy at 0.000 Eh.

***

4.
Computed, not measured: a 14-piece molecular cluster, C12H52O14 overall in a non-equilibrium geometry, with ωB97M-V/def2-TZVPD.

```
! wB97M-V def2-TZVPD RIJCOSX def2/J DEFGRID3
* xyz 0 1
O -4.275 -14.159 6.419
H -4.955 -13.487 6.521
H -3.910 -13.976 5.547
O -5.303 -16.166 3.407
H -4.871 -15.349 3.127
H -5.922 -16.340 2.693
O -6.129 -12.904 3.996
H -5.466 -12.803 3.303
H -6.725 -13.554 3.603
O -7.660 -12.132 -0.695
H -7.437 -12.898 -0.152
H -8.181 -11.576 -0.107
O -1.594 -10.615 -0.246
H -1.037 -9.887 -0.542
H -1.488 -10.620 0.709
O -7.673 -14.119 1.823
H -8.554 -14.325 2.154
H -7.602 -14.619 1.003
O -2.558 -12.926 4.130
H -1.831 -13.372 4.577
H -2.527 -12.016 4.442
O -2.429 -11.648 -2.832
H -3.384 -11.637 -2.702
H -2.109 -11.114 -2.096
C -5.806 -19.215 1.596
C -5.896 -18.453 0.273
O -4.700 -17.705 0.083
H -5.568 -18.524 2.408
H -5.058 -20.003 1.570
H -6.781 -19.665 1.798
H -6.795 -17.832 0.235
H -5.966 -19.237 -0.497
H -4.917 -17.157 -0.678
C -6.062 -16.604 -2.883
C -6.600 -15.310 -3.514
O -7.954 -15.168 -3.074
H -5.199 -16.913 -3.472
H -6.821 -17.378 -2.957
H -5.801 -16.397 -1.852
H -6.518 -15.511 -4.586
H -6.053 -14.420 -3.200
H -8.406 -14.524 -3.626
C -5.642 -8.379 0.230
C -4.269 -9.040 0.258
O -3.236 -8.102 0.585
H -5.740 -7.679 1.064
H -6.456 -9.097 0.358
H -5.832 -7.847 -0.701
H -4.062 -9.429 -0.742
H -4.219 -9.814 1.016
H -3.362 -7.273 0.114
C -6.160 -9.611 -3.128
C -5.758 -11.016 -3.551
O -5.250 -11.752 -2.432
H -6.589 -9.070 -3.971
H -5.312 -9.089 -2.692
H -6.943 -9.728 -2.373
H -5.006 -10.996 -4.339
H -6.634 -11.530 -3.969
H -5.950 -11.688 -1.768
C 0.587 -14.202 0.764
C 0.528 -13.009 1.682
O 1.259 -11.951 1.074
H 0.088 -15.052 1.242
H 1.623 -14.520 0.645
H 0.106 -14.015 -0.193
H 1.002 -13.305 2.628
H -0.504 -12.709 1.899
H 1.257 -11.173 1.638
C -4.200 -14.064 -0.419
C -3.575 -13.355 0.743
O -4.224 -13.777 1.952
H -5.246 -13.779 -0.539
H -4.161 -15.145 -0.266
H -3.636 -13.828 -1.322
H -3.753 -12.273 0.646
H -2.488 -13.457 0.782
H -3.629 -13.621 2.700
*
```

The strongest force on any atom comes out at 1.64 eV/Å. The energy relative to the best compared isomer or geometry (same formula, charge and spin) comes out at 2.354 eV. As for the electronic energy: -1541.67996 hartree. Its HOMO energy is -10.140 eV. The calculation puts the LUMO energy at -0.002 Eh.

***

5.
Computed, not measured: one molecule with the formula C4H5NO in a non-equilibrium geometry, with ωB97M-V/def2-TZVPD.

```
! wB97M-V def2-TZVPD RIJCOSX def2/J DEFGRID3
* xyz 0 1
C -1.525 -0.315 -0.057
C -0.341 0.555 0.253
O 0.476 0.177 1.354
C 1.102 0.317 0.098
C 1.883 -0.750 -0.505
N 2.778 -1.271 -1.021
H -2.303 -0.076 0.678
H -1.928 -0.094 -1.049
H -1.293 -1.379 0.022
H -0.563 1.625 0.228
H 1.713 1.212 -0.002
*
```

The strongest force on any atom comes out at 1.14 eV/Å. The energy relative to the best compared isomer or geometry (same formula, charge and spin) comes out at 1.873 eV. As for the SMILES: C[C@H]1O[C@H]1C#N. As for the electronic energy: -285.34576 hartree. Its HOMO energy is -10.885 eV. The calculation puts the LUMO energy at 0.028 Eh.

***

6.
Computed, not measured: C10H25IrN7OS2 as an isolated structure in a non-equilibrium geometry, with ωB97M-V/def2-TZVPD.

```
! wB97M-V def2-TZVPD RIJCOSX def2/J DEFGRID3
* xyz 3 1
Ir -1.070 0.141 -1.036
N -2.069 1.446 0.621
C -2.221 0.620 1.829
C -2.914 -0.680 1.445
N -2.043 -1.413 0.517
H -1.526 2.276 0.854
H -2.997 1.758 0.331
H -2.790 1.141 2.604
H -1.227 0.400 2.219
H -3.863 -0.466 0.949
H -3.141 -1.265 2.342
H -2.550 -2.185 0.085
H -1.265 -1.820 1.031
N -2.001 1.671 -2.807
N -2.676 1.018 -3.856
C -2.787 -0.311 -3.951
N -3.374 -0.839 -5.008
S -2.179 -1.362 -2.742
H -2.612 2.399 -2.430
H -1.172 2.134 -3.191
H -3.062 1.587 -4.609
H -3.767 -0.281 -5.756
H -3.472 -1.841 -5.103
C 2.893 -1.847 0.384
S 1.439 -1.221 1.287
O 0.861 -0.159 0.376
C 2.344 -0.355 2.610
C 2.552 -1.087 3.771
C 3.350 -0.548 4.768
C 3.875 0.726 4.609
C 3.667 1.442 3.437
C 2.866 0.914 2.431
H 3.499 -1.016 0.036
H 2.544 -2.457 -0.444
H 3.477 -2.469 1.053
H 2.118 -2.069 3.895
H 3.535 -1.112 5.671
H 4.421 1.185 5.425
H 4.118 2.412 3.298
H 2.681 1.471 1.526
N 0.719 0.620 -3.684
N 0.929 0.238 -2.333
H 0.474 -0.186 -4.254
H 1.514 1.102 -4.101
H 1.501 0.947 -1.873
H 1.403 -0.663 -2.226
*
```

The strongest force on any atom comes out at 2.64 eV/Å. The energy relative to the best compared isomer or geometry (same formula, charge and spin) comes out at 4.464 eV. As for the electronic energy: -1754.20133 hartree. Its HOMO energy (spin up / spin down) is -16.900 / -16.900 eV. The calculation puts the LUMO energy (spin up / spin down) at -0.420 / -0.420 Eh.

***

7.
Computed, not measured: C2H4LaO3 as an isolated structure in a non-equilibrium geometry, with ωB97M-V/def2-TZVPD.

```
! wB97M-V def2-TZVPD RIJCOSX def2/J DEFGRID3
* xyz 2 2
O 0.710 2.092 1.131
C 1.839 2.057 1.729
C 2.525 0.815 1.829
O 1.956 -0.240 1.382
H 2.235 2.959 2.212
H 3.479 0.741 2.366
La -0.066 0.064 0.183
O -1.132 -1.156 -1.617
H -2.078 -1.182 -1.804
H -0.679 -1.682 -2.292
*
```

The strongest force on any atom comes out at 2.85 eV/Å. As for the electronic energy: -335.29556 hartree. Its HOMO energy (spin up / spin down) is -16.492 / -18.872 eV. The calculation puts the LUMO energy (spin up / spin down) at -0.363 / -0.365 Eh.